The following is a quantum chemistry calculation of a cluster of 26 separate species, H52O26 in total at a distorted geometry, from the OMol25 dataset.

The HOMO energy comes out at -10.795 eV. The value obtained for the energy above the lowest of the compared OMol25 structures with the same formula, charge and spin is 1.871 eV. As for the largest force on an atom: 5.39 eV/Å. The LUMO energy is -0.081 eV. Its HOMO-LUMO gap is 0.3938 Eh. The net charge is 0.

CARTESIAN COORDINATES (ANGSTROEM)
1 O -2.7483 2.0681 0.1296
2 H -3.9045 3.6180 -2.8753
3 H 2.8780 -0.6658 -2.6019
4 H 1.0000 -4.0282 -2.0371
5 H 0.6950 -3.7391 3.9008
6 O 2.7999 -1.2229 -3.3693
7 H -0.4779 -2.4684 5.6877
8 H 0.2584 -2.8446 1.7190
9 H 2.0824 4.1856 4.4044
10 O 2.6408 3.8485 1.8616
11 H 2.4559 3.7839 0.9185
12 H -1.9782 1.4181 0.1981
13 H 1.2704 -0.7425 -7.4678
14 H -0.0409 3.9635 1.8060
15 H -3.1471 -7.0985 -1.4986
16 O -1.8501 -2.1361 2.4110
17 O -0.3062 -0.2883 -2.2950
18 O -0.2442 -1.6623 6.1588
19 H 0.4781 2.2901 3.9823
20 H -0.6318 3.7988 -0.8009
21 H 0.9498 3.5137 -2.3161
22 H 2.4249 1.5073 -1.7543
23 H 2.8581 2.9957 2.2157
24 H 1.3011 -2.9499 -2.9961
25 H 3.1354 -0.5067 5.2888
26 O 0.0059 -3.9338 4.5312
27 H -1.3560 -3.4938 -1.5691
28 O -0.7734 -0.3910 0.1916
29 O -3.1445 3.2914 -2.4093
30 O -0.5847 4.0736 -1.7437
31 H -0.6119 2.3311 -4.7680
32 H -1.5737 3.5863 1.3936
33 H -0.0103 -1.0838 -6.5914
34 H 0.8058 0.3351 -4.0709
35 O -2.9631 -6.4483 -2.2311
36 O 0.6326 -3.3856 -2.6110
37 O 1.8722 3.2811 -2.6113
38 H 1.3252 0.3741 -1.8732
39 H 1.5082 -4.1774 0.4370
40 H -0.7613 -4.0590 4.0037
41 H -1.0591 -1.5414 6.6891
42 H -0.0556 -0.1581 0.8754
43 H -2.7383 2.2114 -0.8661
44 H -1.8851 -4.8939 -1.1961
45 H -0.9525 3.7767 -5.1352
46 H 1.2181 0.8542 1.9778
47 O 1.4411 4.0450 5.1390
48 H 0.0420 -1.1913 -2.4776
49 O 1.3526 0.2253 1.2862
50 H 1.3544 1.1098 4.3781
51 O 2.1851 0.6428 -1.3783
52 H 1.4881 -1.9688 1.6530
53 O 0.9525 -4.6669 -0.1454
54 H 1.6723 0.6807 0.4813
55 H 2.8745 -0.4973 -4.0505
56 H -3.1793 1.0260 1.6327
57 O 2.2763 -0.0693 5.3035
58 H -2.4997 3.0373 -3.1487
59 H -2.3851 -1.5185 2.9817
60 H 2.3480 4.1016 -2.8064
61 O -1.8060 -4.0139 -0.8020
62 H -0.4363 -0.4128 -1.2852
63 O -0.5824 3.3148 1.3559
64 H 1.2068 1.7116 -3.6771
65 H -2.5620 1.2646 2.9284
66 H 0.0500 -4.3075 -0.0489
67 O -3.0837 0.5960 2.4491
68 O 0.5567 -1.3985 -7.3234
69 H 0.9563 4.8772 5.2307
70 O -1.3444 2.9783 -4.7780
71 O 1.2129 -2.8328 1.9998
72 O 1.2170 1.1236 -4.4424
73 H -2.5423 -2.4725 1.7646
74 H -2.9856 -6.9680 -3.0384
75 H -1.5054 -0.7839 0.6626
76 H -1.4750 4.2831 -1.9802
77 O 0.8766 1.5420 3.6274
78 H 1.5267 -0.6448 5.4154

Forces on the atoms, in the same order (eV/Å):
O 1.752 -1.095 -1.651
H -0.677 0.164 -0.235
H 0.072 0.196 1.275
H 0.655 -1.087 1.365
H 0.507 0.342 -0.478
O 0.098 0.881 -1.878
H 0.644 -0.540 -0.618
H 1.070 0.054 0.629
H -0.723 -0.022 0.701
O -0.294 1.199 -0.004
H 0.142 -0.379 0.162
H -1.012 0.964 0.040
H -0.840 -0.463 0.415
H -0.005 0.328 0.291
H 0.263 0.973 -1.226
O -2.118 -0.040 -0.486
O 0.876 -1.231 0.752
O -1.188 0.329 0.728
H -1.014 2.242 0.966
H 0.030 0.148 -0.465
H 0.673 0.275 -0.296
H -0.134 -0.049 0.079
H -0.001 -0.858 -0.097
H 4.100 2.568 -2.377
H -0.664 -0.320 0.036
O 0.437 -0.145 1.189
H -1.021 -1.175 1.862
O 0.001 0.509 0.653
O 1.798 -0.552 -1.139
O 1.302 -0.347 1.298
H -0.237 0.139 -0.016
H 2.603 -0.627 -0.074
H 0.699 -0.016 -0.629
H -0.186 -0.249 -0.049
O -0.262 -0.916 1.385
O -4.766 -1.157 0.975
O -0.388 0.046 0.272
H 1.162 0.468 1.036
H 0.541 0.710 0.917
H -1.088 -0.141 -0.809
H 0.877 0.366 -0.192
H -0.372 -0.259 -0.838
H -0.636 0.128 1.492
H -0.260 -0.072 -0.066
H 0.056 0.175 -0.062
H -0.168 1.113 1.418
O 0.366 0.262 -0.732
H -0.344 0.471 -0.298
O 0.734 -0.809 -1.016
H -0.074 0.216 -0.679
O -1.238 -0.108 -0.768
H 0.178 0.080 0.279
O -0.902 -0.840 -0.991
H 0.036 -0.288 0.067
H -0.201 -1.353 0.531
H -0.708 0.855 -2.258
O 0.655 1.191 -0.115
H -1.013 0.313 0.934
H 0.882 -0.559 -0.869
H -0.378 -0.307 0.066
O 1.356 1.355 -1.825
H -0.409 0.569 -0.983
O -2.429 0.309 -0.411
H 0.410 0.458 -0.089
H -0.168 -0.600 0.091
H 0.304 -0.174 -0.074
O 0.702 -0.373 2.399
O 0.138 0.501 0.231
H 0.267 -0.180 -0.070
O 0.170 -0.450 0.219
O -1.258 0.199 -0.656
O -0.349 0.001 -0.105
H 1.242 0.404 1.102
H 0.056 -0.048 -0.066
H -0.276 -0.375 0.336
H -1.132 0.114 -0.344
O 1.322 -2.304 -0.518
H -0.242 -1.108 0.361

Atomic partial charges in e from the Mulliken method, atoms 1 to 8: -0.7897, 0.2431, 0.4010, 0.3525, 0.3417, -0.6452, 0.3652, 0.2792